11
Properties=species:S:1:pos:R:3:mulliken_charge:R:1 method="wB97M-V/def2-TZVPD" gap_ev=9.94 homo_ev=-9.076 total_charge=0
C 1.237 -0.362 0.687 -0.906
C 0.223 0.679 0.379 -0.586
C -1.209 -0.216 -0.906 -0.201
Cl -2.512 -0.744 0.117 -0.139
Br -1.696 1.076 -2.217 -0.113
H 1.817 -0.629 -0.192 0.307
H 0.773 -1.255 1.099 0.276
H 1.928 0.029 1.442 0.328
H -0.423 0.974 1.191 0.343
H 0.552 1.500 -0.241 0.362
H -0.690 -1.053 -1.359 0.329

36
Properties=species:S:1:pos:R:3:mulliken_charge:R:1 method="wB97M-V/def2-TZVPD" gap_ev="7.38 / 7.44" homo_ev="-6.996 / -6.782" total_charge=0
C -0.634 -2.508 0.214 0.165
C -0.464 0.141 0.932 2.570
C -1.665 -0.325 0.150 -0.288
C 0.903 -0.583 0.388 -0.814
C -0.702 -0.389 2.474 -1.555
C -0.392 1.635 1.081 -2.609
C -3.723 0.219 -1.277 -1.653
C 3.282 -0.911 -0.256 -2.297
C 2.651 1.347 0.221 -1.981
C 1.528 0.369 -1.767 -1.171
C -2.319 0.570 -0.879 0.037
C 2.070 0.068 -0.328 2.314
N -1.704 -1.684 -0.056 0.025
O -0.711 -3.723 0.252 -0.656
O 0.568 -1.861 0.132 -0.310
H -1.726 -0.031 2.630 0.475
H -0.116 0.013 3.360 0.337
H -0.730 -1.450 2.499 0.361
H -0.503 2.094 0.086 0.504
H 0.589 1.801 1.541 0.580
H -1.264 2.021 1.662 0.397
H -4.427 0.508 -0.530 0.374
H -3.981 -0.781 -1.532 0.402
H -3.841 0.797 -2.100 0.483
H 4.136 -0.493 -0.755 0.508
H 3.028 -1.821 -0.745 0.455
H 3.604 -1.157 0.662 0.582
H 3.553 1.630 -0.363 0.425
H 2.002 2.218 0.381 0.381
H 3.182 1.103 1.139 0.447
H 2.327 0.425 -2.592 0.351
H 1.088 1.357 -1.602 0.313
H 0.770 -0.415 -2.147 0.128
H -2.226 1.670 -0.552 0.295
H -1.685 0.384 -1.783 0.138
H -2.470 -2.235 -0.541 0.290

In order of appearance, max |F| = 4.15 4.61 eV Å⁻¹.
In order of appearance, energy relative to the best compared isomer or geometry (same formula, charge and spin) = 0.00 59.06 kcal/mol.